Arrangement i

{"formula": "C4H4N2O2", "method": "the ωB97M-V functional and the def2-TZVPD basis", "elements": ["H", "N", "C", "O", "N", "C", "C", "O", "C", "H", "H", "H"], "positions_angstrom": [[-3.1032, -0.8597, 0.0565], [-2.2147, -1.2964, 0.0974], [-1.2205, -0.4098, -0.1421], [-1.3954, 0.9825, -0.0815], [-0.1068, 1.7627, -0.0181], [0.9495, 0.6517, 0.0040], [0.2559, -0.4805, -0.1357], [1.4003, -1.2245, 0.1658], [2.2867, -0.0835, -0.0437], [-0.1735, 1.9221, 1.1239], [2.7365, -0.4461, -1.0970], [3.1225, -0.0122, 0.5916]], "charge": 0, "smiles": "[H]/N=c1\\o[nH]c2c1OC2", "homo_ev": -8.79}

Arrangement ii

{"formula": "C4H4N2O2", "method": "the ωB97M-V functional and the def2-TZVPD basis", "elements": ["C", "C", "C", "C", "H", "H", "H", "H", "N", "N", "O", "O"], "positions_angstrom": [[1.2595, -0.3875, -0.0747], [-0.2132, -0.1527, -0.1963], [-1.0323, 0.8850, -0.1412], [-2.0719, -0.8589, -0.1496], [2.9953, 0.5061, 0.5128], [1.8675, 1.6460, 0.6692], [-0.6086, 1.9613, -0.1383], [-2.7939, -1.7402, 0.0555], [2.1017, 0.6351, -0.3976], [-2.2850, 0.4120, 0.0635], [1.5795, -1.5950, 0.0560], [-0.7986, -1.3114, -0.2593]], "charge": 0, "homo_ev": -9.77}

Arrangement iii

{"formula": "C4H4N2O2", "method": "the ωB97M-V functional and the def2-TZVPD basis", "elements": ["N", "N", "C", "C", "C", "O", "C", "O", "H", "H", "H", "H"], "positions_angstrom": [[-2.1994, 0.1101, 0.3429], [-1.3718, -0.8709, -0.1403], [-0.0565, -0.4900, -0.1250], [1.1404, -1.0724, -0.3464], [2.0761, -0.1222, 0.0886], [1.6679, 1.0680, 0.1081], [0.2609, 0.9590, -0.1254], [-0.5234, 1.8096, -0.3220], [-1.9947, 1.0820, 0.1026], [-3.1775, -0.0214, -0.1510], [1.0705, -2.1210, -0.1682], [3.1076, -0.3308, 0.7362]], "charge": 0, "smiles": "N/N=C1/C=COC1=O", "homo_ev": -8.06}

In order of decreasing stability: arrangement iii, arrangement ii, arrangement i.

Arrangement i

{"formula": "C4H4N2O2", "method": "the ωB97M-V functional and the def2-TZVPD basis", "elements": ["O", "N", "C", "C", "C", "C", "N", "O", "H", "H", "H", "H"], "positions_angstrom": [[0.2783, -1.4242, 2.3617], [-0.6000, -1.1024, 1.3771], [-0.2295, -0.3706, 0.4396], [-1.1387, -0.1825, -0.6136], [-1.1541, 0.7906, -1.6457], [0.1614, 1.4069, -1.5714], [1.2801, 1.0984, -0.8863], [1.1574, 0.0028, 0.1051], [1.2819, -1.2439, 1.9072], [-1.9559, -0.7455, -0.1543], [-1.8641, 0.9964, -2.4637], [0.4580, 2.5265, -2.1128]], "charge": 0, "smiles": "O/N=c1/cccno1", "homo_ev": -8.92}

Arrangement ii

{"formula": "C4H4N2O2", "method": "the ωB97M-V functional and the def2-TZVPD basis", "elements": ["O", "C", "C", "N", "C", "C", "O", "N", "H", "H", "H", "H"], "positions_angstrom": [[2.6383, -1.0847, 0.0805], [2.1927, 0.0146, 0.0018], [0.7215, 0.2240, -0.0399], [0.0446, 1.2365, 0.1026], [-1.3054, 0.9284, 0.0168], [-1.4119, -0.5816, -0.0444], [-2.2677, -1.3802, 0.0625], [-0.0854, -0.9205, -0.0609], [2.7836, 0.8979, -0.1651], [-1.8595, 1.0860, 1.0065], [-1.7922, 1.3825, -0.9295], [0.3414, -1.8029, -0.0310]], "charge": 0, "smiles": "O=CC1=NCC(=O)N1", "homo_ev": -9.88}

In order of decreasing stability: arrangement ii, arrangement i.

Arrangement i

{"formula": "C4H4N2O2", "method": "the ωB97M-V functional and the def2-TZVPD basis", "elements": ["C", "C", "C", "C", "H", "H", "H", "H", "N", "N", "O", "O"], "positions_angstrom": [[-1.6293, 0.7058, -0.2240], [-0.2631, 0.0371, -0.2130], [0.6495, 0.1027, -1.3605], [0.4588, -0.6605, 0.6658], [-1.3358, 1.1987, 2.0548], [0.4353, 0.4030, -2.3072], [2.1689, -1.7555, 0.4911], [0.4747, -0.9449, 1.7257], [1.8838, -0.3984, -1.1347], [1.6763, -0.7796, 0.2180], [-2.1209, 0.9205, 1.0608], [-2.3982, 1.1712, -0.9768]], "charge": 0, "homo_ev": -10.33}

Arrangement ii

{"formula": "C4H4N2O2", "method": "the ωB97M-V functional and the def2-TZVPD basis", "elements": ["H", "N", "C", "N", "C", "C", "O", "C", "O", "H", "H", "H"], "positions_angstrom": [[3.0904, 0.4414, -0.0286], [2.3080, -0.0124, -0.1767], [1.3463, 0.7141, 0.2110], [0.0171, 0.2083, 0.0917], [-0.1926, -1.1682, -0.0904], [-1.5992, -1.1808, -0.0247], [-2.2040, -0.0254, 0.0560], [-1.1699, 0.9503, -0.0502], [-1.3414, 2.1797, -0.1852], [1.3104, 1.7816, 0.5124], [0.5698, -1.7943, -0.5259], [-2.1349, -2.0943, 0.2106]], "charge": 0, "smiles": "[H]/N=C/n1ccoc1=O", "homo_ev": -8.68}

In order of decreasing stability: arrangement ii, arrangement i.